[1]
This record from OMol25 describes a 12-piece molecular cluster, C18H60N8O12 overall in a non-equilibrium geometry. The level of theory is ωB97M-V/def2-TZVPD.

energy above the lowest of the compared OMol25 structures with the same formula, charge and spin	119.4	kcal per mole
SMILES	NC(N)=O.NC(N)=O.NC(N)=O.NC(N)=O.CCO.CCO.CCO.CCO.CCO.CCO.CO.CO
orbital gap	9.081	eV
maximum force	10.3	eV/A
highest occupied orbital energy	-0.3285	hartree

Element x y z (Å)
C -14.53600 -6.38700 8.60400
C -14.77600 -5.15700 9.42800
O -13.70900 -5.03900 10.29400
H -14.41500 -7.27000 9.24400
H -13.69300 -6.20800 7.96100
H -15.42500 -6.57100 8.00500
H -15.62500 -5.33700 10.08700
H -14.95800 -4.29100 8.86500
H -13.17900 -4.30600 10.07500
C -17.04000 1.24500 7.61100
C -16.50700 2.54100 6.99500
O -15.21900 2.15200 6.62200
H -18.09400 1.32300 7.78600
H -16.71000 1.03600 8.59100
H -16.81500 0.47100 6.93500
H -16.50100 3.31100 7.75000
H -17.14700 2.79900 6.16900
H -14.56800 2.19500 7.32000
C -9.41800 -0.09900 11.58100
C -10.53400 0.75600 12.20500
O -11.20300 -0.04100 13.18000
H -9.85800 -1.02200 11.26800
H -8.68400 -0.29600 12.38300
H -8.99600 0.50700 10.78100
H -11.14700 1.28500 11.47900
H -10.10600 1.55200 12.78800
H -12.03700 0.38200 13.40500
C -14.18500 2.55200 10.54900
C -13.41600 3.13000 9.33200
O -13.07000 2.11300 8.48000
H -14.51800 3.28200 11.20200
H -13.64600 1.86500 11.22400
H -15.13300 2.14900 10.19900
H -12.52300 3.62200 9.62600
H -14.15400 3.81700 8.86400
H -12.11400 2.14100 8.24200
C -13.32400 -0.92400 6.57500
C -14.02800 -2.27200 6.84100
O -13.23400 -3.34100 6.54900
H -14.02300 -0.09700 6.66200
H -13.00300 -0.91900 5.54100
H -12.42400 -0.87400 7.20200
H -14.89700 -2.41000 6.23500
H -14.39000 -2.26000 7.90900
H -12.37300 -3.32600 6.98700
C -13.63700 -1.34200 14.73800
C -14.87400 -0.96500 15.48400
O -14.96500 0.42400 15.60000
H -13.59100 -2.41800 14.64400
H -12.74900 -1.09800 15.28200
H -13.62900 -0.85800 13.76700
H -14.76700 -1.42900 16.43200
H -15.80000 -1.33700 15.01500
H -15.63800 0.72600 16.22600
C -11.64100 -3.58000 13.03500
O -10.71500 -3.33700 14.02300
N -12.14900 -4.72500 12.81000
N -12.08600 -2.69200 12.20900
H -11.83800 -5.54700 13.34600
H -12.71600 -4.93500 11.98600
H -11.72500 -1.76300 12.32900
H -13.09500 -2.66800 12.07900
C -10.85900 -3.06600 8.81100
O -10.63700 -1.66600 8.80600
N -10.68500 -3.75300 7.71200
N -11.29300 -3.76300 9.85600
H -10.30600 -3.24300 6.91800
H -10.71200 -4.72000 7.63000
H -11.60800 -3.28500 10.76800
H -11.37900 -4.76700 9.76300
C -16.02600 -2.48900 11.19200
O -14.80500 -2.58300 11.72000
N -17.01500 -3.27500 11.47400
N -16.22600 -1.56100 10.28800
H -16.78000 -4.00300 12.13300
H -17.83400 -3.42700 10.92000
H -15.45400 -0.97200 9.98200
H -17.13000 -1.36700 9.79000
C -9.45400 1.26100 7.51700
O -8.70500 2.28900 7.05500
N -9.25200 0.05600 7.10800
N -10.31200 1.29200 8.50500
H -8.54700 -0.11700 6.33600
H -9.79700 -0.72100 7.39100
H -10.19600 2.14700 9.11600
H -10.72200 0.48300 8.91500
C -16.02300 0.69600 12.71700
O -16.99100 0.69000 11.71300
H -15.21300 0.04700 12.31700
H -16.55200 0.24800 13.60500
H -15.68100 1.72400 12.96300
H -16.67700 0.03600 11.07400
C -13.24900 -0.53300 10.18600
O -14.34400 -0.04200 9.47800
H -12.35400 0.01700 9.87600
H -13.14500 -1.57100 9.91900
H -13.37700 -0.41800 11.25800
H -14.00700 0.83100 9.09000

Atoms 1-2, force components in eV/Å:
-1.06 -0.19 -0.22
-0.91 -2.07 1.02

[2]
This record from OMol25 describes a 12-piece molecular cluster, C18H60O12 overall in a non-equilibrium geometry. The level of theory is ωB97M-V/def2-TZVPD.

energy above the lowest of the compared OMol25 structures with the same formula, charge and spin	117.0	kcal per mole
SMILES	CC(C)O.CC(C)O.CC(C)O.CO.CO.CO.CO.CO.CO.CO.CO.CO
orbital gap	10.075	eV
maximum force	3.1	eV/A
highest occupied orbital energy	-0.3535	hartree

Element x y z (Å)
C -1.56180 -3.71675 3.80021
C -1.65148 -2.40372 3.13027
C -0.46774 -1.57349 3.66931
O -1.56589 -2.63703 1.74649
H -0.66357 -4.34561 3.52339
H -2.39147 -4.40667 3.54074
H -1.67696 -3.57028 4.87817
H -2.53267 -1.81851 3.40157
H -0.45728 -0.47834 3.42433
H 0.45204 -2.09306 3.36681
H -0.56066 -1.59166 4.76557
H -1.64599 -1.77818 1.20201
C 1.37226 2.72016 4.34431
C 2.25996 1.93327 3.36671
C 2.89575 0.61210 3.83636
O 1.38129 1.70900 2.16734
H 0.93274 3.56107 3.76673
H 1.89708 3.20974 5.16140
H 0.68832 2.01653 4.83195
H 3.10302 2.57123 3.14259
H 3.67076 0.80505 4.61388
H 3.45994 0.20628 2.98248
H 2.14022 -0.08618 4.24462
H 2.04492 1.51137 1.47871
C -2.60446 -1.32793 -3.07557
C -3.80769 -0.57016 -2.51155
C -4.01085 -0.81292 -1.07934
O -3.81395 0.81641 -2.90311
H -1.72139 -1.25708 -2.45606
H -2.23295 -1.10194 -4.09188
H -2.84349 -2.38669 -3.08434
H -4.65554 -0.98314 -3.02904
H -4.78770 -0.19602 -0.56713
H -2.99802 -0.61634 -0.57623
H -4.18211 -1.87468 -0.91734
H -3.23636 1.32805 -2.28924
C 0.23772 1.46532 -4.18838
O 0.07704 2.11901 -2.98405
H 0.83888 2.08546 -4.90732
H 0.74207 0.50390 -4.07920
H -0.78329 1.32124 -4.62059
H 0.93229 2.27967 -2.50537
C 4.83787 1.17741 -1.07009
O 3.72084 1.36965 -0.17504
H 4.73580 0.23730 -1.60315
H 4.79945 2.05841 -1.72649
H 5.72742 1.21876 -0.44387
H 3.43535 0.45249 0.04377
C -2.91790 3.68005 -1.64632
O -1.94210 2.74212 -1.42973
H -3.94081 3.23192 -1.54471
H -2.87048 4.44856 -0.88246
H -2.83061 4.18592 -2.61643
H -1.32192 2.50902 -2.13383
C -1.82554 -4.31714 -0.98255
O -3.19472 -4.26514 -1.18991
H -1.33703 -4.47108 -1.94314
H -1.43850 -3.41438 -0.49888
H -1.47826 -5.16187 -0.28086
H -3.58689 -3.82315 -0.40205
C 0.15354 -0.34525 -0.30548
O 0.83494 -0.57650 0.88861
H -0.26292 0.71296 -0.35406
H 0.90189 -0.65687 -1.07106
H -0.63352 -1.07473 -0.49303
H 0.50159 -0.05750 1.62561
C 4.61345 -2.05890 1.03418
O 3.60275 -1.22089 0.51668
H 4.19088 -2.98229 1.40425
H 5.35509 -2.31954 0.24833
H 5.09905 -1.59814 1.98277
H 2.73218 -1.30863 0.99024
C 1.86278 -2.67276 -4.80545
O 0.78354 -1.80535 -4.54100
H 1.52806 -3.72092 -4.83692
H 2.32458 -2.43759 -5.74200
H 2.64125 -2.62060 -4.00596
H 0.29664 -2.01932 -3.75195
C -3.25199 2.15740 1.62463
O -2.13151 1.26187 1.37150
H -2.94024 3.24514 1.85447
H -3.97472 2.12879 0.80679
H -3.79937 1.77880 2.50416
H -1.41024 1.89343 1.12039
C 1.42238 4.13632 -0.22935
O 2.20351 3.37435 -1.18453
H 2.18672 4.49683 0.49950
H 0.99373 4.97042 -0.75369
H 0.58423 3.62609 0.32324
H 2.74670 2.68613 -0.71533

Atoms 1-2, force components in eV/Å:
-0.81 -2.49 0.35
1.24 1.62 0.03

| no. | E_tot (hartree) |
| --- | --- |
| 1 | -2062.65032 |
| 2 | -1624.48209 |